{
  "formula": "C34H66BN9O3P2",
  "method": "ωB97M-V/def2-TZVPD",
  "elements": ["C", "C", "B", "O", "P", "P", "N", "O", "O", "H", "H", "H", "H", "H", "H", "H", "H", "H", "H", "C", "C", "C", "C", "N", "H", "H", "H", "H", "H", "H", "H", "C", "C", "C", "C", "N", "H", "H", "H", "H", "H", "H", "H", "C", "C", "C", "C", "N", "H", "H", "H", "H", "H", "H", "H", "C", "C", "C", "C", "N", "H", "H", "H", "H", "H", "H", "H", "C", "C", "C", "C", "N", "H", "H", "H", "H", "H", "H", "H", "C", "C", "C", "C", "N", "H", "H", "H", "H", "H", "H", "H", "C", "C", "C", "C", "N", "H", "H", "H", "H", "H", "H", "H", "C", "C", "C", "C", "N", "H", "H", "H", "H", "H", "H", "H"],
  "coordinates": [[1.083980, 0.904152, -2.777813], [2.098638, 2.027251, -2.535283], [3.201735, 1.702417, -1.453293], [3.353112, 0.405417, -1.077580], [4.454631, 3.008826, -0.701485], [3.709092, 5.018954, -1.117198], [4.699572, 6.096345, -0.669143], [3.468778, 4.969408, -2.707181], [2.218075, 5.200254, -0.503210], [1.563550, -0.059428, -2.940356], [0.486499, 1.123742, -3.667021], [0.396997, 0.799239, -1.937573], [1.582799, 2.951930, -2.251070], [2.608154, 2.244857, -3.487892], [4.048116, 0.230712, -0.432186], [4.075173, 2.984841, 0.658070], [4.361866, 6.801191, -0.027495], [3.503642, 4.099070, -3.120417], [1.748257, 4.362204, -0.415787], [2.673131, -2.906087, 1.177983], [1.231260, -3.054500, 1.639763], [0.287357, -3.555821, 0.546799], [0.167619, -2.599808, -0.552553], [0.070975, -1.845691, -1.413945], [2.755349, -2.165460, 0.378592], [3.305403, -2.593960, 2.009044], [3.059902, -3.854376, 0.797911], [0.860982, -2.095967, 2.010879], [1.169564, -3.761681, 2.467571], [-0.705893, -3.737180, 0.957063], [0.630229, -4.509109, 0.139895], [0.844683, -4.127536, -6.271661], [0.527240, -3.534147, -4.906695], [-0.321796, -2.260313, -4.994045], [0.381575, -1.182541, -5.692153], [0.943211, -0.364002, -6.270236], [1.435797, -3.435276, -6.873364], [1.412668, -5.052395, -6.172467], [-0.070024, -4.353764, -6.823362], [1.448109, -3.304595, -4.367206], [-0.023726, -4.252746, -4.297247], [-0.595980, -1.925583, -3.991659], [-1.246175, -2.452096, -5.544904], [-0.852432, -3.128809, 6.166286], [-0.548878, -1.639727, 6.144867], [0.273652, -1.225966, 4.923346], [1.605017, -1.839542, 4.900016], [2.640262, -2.336825, 4.864523], [0.073471, -3.701735, 6.240697], [-1.474908, -3.386673, 7.023636], [-1.377593, -3.443107, 5.260689], [-0.020873, -1.340423, 7.048670], [-1.476481, -1.064905, 6.120143], [0.397157, -0.142015, 4.896123], [-0.238720, -1.522863, 4.004318], [-3.370720, 0.954080, -0.704312], [-3.346031, -0.532267, -1.031797], [-4.191655, -1.366377, -0.064211], [-3.643729, -1.313474, 1.294431], [-3.198376, -1.289576, 2.352876], [-2.965291, 1.138234, 0.293097], [-2.772613, 1.515929, -1.422980], [-4.388505, 1.349516, -0.732008], [-2.319603, -0.903155, -1.007878], [-3.713706, -0.697788, -2.046242], [-4.218234, -2.412935, -0.371120], [-5.223654, -1.010314, -0.036227], [2.163747, -6.488608, 4.963994], [0.795184, -6.882855, 5.499914], [-0.094098, -7.540301, 4.438390], [-0.389599, -6.630835, 3.329059], [-0.596493, -5.932859, 2.440769], [2.078290, -5.742591, 4.171699], [2.780003, -6.055190, 5.750722], [2.691633, -7.354861, 4.559384], [0.280030, -6.005967, 5.890479], [0.895307, -7.585743, 6.328889], [-1.042075, -7.867718, 4.867630], [0.394925, -8.422318, 4.018952], [-0.473681, 4.097568, 5.687422], [-1.742507, 3.385704, 6.128359], [-1.666566, 2.896040, 7.580995], [-0.632417, 1.871728, 7.742225], [0.158743, 1.047061, 7.859259], [0.392806, 3.433939, 5.725835], [-0.592771, 4.459063, 4.668954], [-0.266786, 4.953896, 6.333381], [-1.946442, 2.534146, 5.475606], [-2.596463, 4.057868, 6.035331], [-2.614696, 2.466472, 7.907822], [-1.434211, 3.724731, 8.253048], [-1.778171, 6.776115, -0.157416], [-1.371179, 5.320625, -0.342096], [-2.319111, 4.354140, 0.377646], [-2.292744, 4.567018, 1.826878], [-2.276880, 4.738101, 2.962543], [-1.735802, 7.065125, 0.893656], [-1.111886, 7.435487, -0.712392], [-2.795995, 6.946254, -0.514392], [-0.356114, 5.178259, 0.031011], [-1.363132, 5.065114, -1.403447], [-2.061560, 3.312883, 0.178095], [-3.346297, 4.502424, 0.036688], [0.376244, 2.959641, -10.660427], [-0.088408, 2.820997, -9.217647], [-0.275992, 1.360319, -8.796221], [-1.342618, 0.699788, -9.551227], [-2.188980, 0.187206, -10.134539], [-0.365717, 2.556583, -11.351630], [0.543007, 4.005076, -10.919860], [1.312419, 2.421265, -10.821303], [-1.027801, 3.358599, -9.072832], [0.641746, 3.267805, -8.540405], [-0.515279, 1.281254, -7.736268], [0.646701, 0.795520, -8.939568]],
  "forces_ev_per_a": [[-0.16, 0.22, -0.23], [0.12, -0.21, 0.14], [-0.15, 0.10, 0.08], [0.00, 0.02, 0.13], [0.19, -0.09, -0.13], [-0.09, -0.05, -0.04], [-0.25, 0.02, 0.02], [0.16, 0.12, -0.01], [0.08, -0.15, 0.07], [0.02, 0.04, 0.10], [0.02, -0.02, 0.06], [0.12, -0.09, 0.03], [0.00, 0.02, -0.19], [-0.01, 0.07, 0.07], [-0.03, 0.04, -0.07], [-0.03, -0.06, -0.02], [0.11, 0.00, -0.06], [-0.07, 0.02, 0.08], [0.01, 0.04, -0.07], [-0.01, 0.00, -0.02], [0.05, 0.01, 0.09], [-0.04, 0.03, 0.02], [-0.01, -0.07, -0.06], [-0.10, -0.06, -0.05], [0.00, -0.01, -0.01], [-0.01, 0.01, 0.00], [0.00, 0.00, 0.00], [0.00, -0.01, 0.00], [0.00, 0.01, 0.01], [-0.01, 0.01, -0.02], [0.02, 0.02, 0.00], [0.02, -0.01, 0.00], [0.00, 0.01, -0.01], [-0.04, -0.05, 0.05], [-0.02, -0.02, -0.01], [0.00, 0.00, 0.08], [-0.01, 0.00, 0.00], [0.00, 0.01, 0.00], [0.00, 0.00, 0.00], [-0.01, -0.01, 0.02], [0.00, 0.00, -0.01], [0.08, 0.12, -0.02], [0.01, -0.03, 0.01], [0.00, -0.05, -0.01], [-0.06, -0.04, 0.02], [0.02, 0.04, -0.03], [-0.03, 0.00, -0.04], [-0.04, -0.02, 0.00], [0.02, -0.04, -0.01], [0.01, 0.00, 0.00], [0.01, 0.01, 0.00], [0.00, 0.01, 0.00], [0.00, -0.01, -0.01], [0.04, -0.01, 0.02], [-0.04, 0.03, 0.01], [0.01, -0.02, 0.02], [0.10, 0.01, -0.08], [0.06, 0.04, 0.01], [-0.08, -0.12, 0.07], [0.06, 0.05, -0.05], [-0.02, -0.02, 0.01], [0.00, -0.01, 0.00], [0.00, 0.01, 0.00], [-0.01, 0.02, -0.04], [-0.06, -0.02, 0.03], [0.01, 0.00, 0.00], [0.01, 0.01, 0.03], [0.00, 0.02, 0.00], [0.01, -0.02, 0.00], [-0.02, 0.04, 0.02], [0.04, -0.08, -0.13], [-0.01, 0.01, 0.11], [0.00, -0.01, 0.00], [-0.01, 0.01, -0.01], [0.00, 0.00, 0.00], [-0.03, 0.04, 0.05], [0.02, -0.01, -0.02], [0.00, 0.01, 0.00], [0.00, 0.01, 0.00], [0.03, 0.00, 0.00], [-0.02, 0.00, 0.03], [0.03, 0.00, -0.11], [-0.02, -0.09, 0.14], [0.01, 0.12, -0.05], [-0.01, -0.01, 0.02], [0.06, 0.01, 0.04], [0.01, 0.01, -0.01], [-0.01, 0.01, 0.00], [0.01, 0.00, 0.02], [0.00, -0.01, -0.01], [0.01, 0.00, 0.00], [0.03, 0.01, -0.02], [-0.04, 0.05, -0.04], [0.07, 0.08, 0.02], [-0.12, -0.11, 0.08], [-0.03, 0.01, -0.15], [-0.01, -0.01, 0.00], [0.00, 0.00, 0.01], [0.00, 0.00, 0.00], [-0.01, -0.01, 0.01], [-0.01, -0.03, 0.01], [0.03, 0.04, 0.03], [0.00, 0.00, 0.00], [-0.01, 0.01, -0.01], [0.01, -0.01, 0.00], [-0.02, 0.04, -0.02], [-0.01, -0.07, 0.02], [0.02, 0.04, 0.00], [0.01, -0.01, 0.00], [-0.01, 0.00, 0.00], [0.00, 0.00, 0.00], [0.01, 0.01, 0.01], [0.00, -0.01, -0.01], [0.00, 0.01, 0.00], [-0.01, 0.00, 0.00]],
  "smiles": "CCB(O)PP(=N)(O)O.CCCC#N.CCCC#N.CCCC#N.CCCC#N.CCCC#N.CCCC#N.CCCC#N.CCCC#N",
  "spin_multiplicity": 1,
  "e_lumo_ev": -0.010,
  "homo_ev": -9.052
}

---

{
  "formula": "C20H30MnN3O5P",
  "method": "ωB97M-V/def2-TZVPD",
  "elements": ["N", "C", "C", "H", "H", "H", "N", "C", "C", "H", "H", "H", "N", "C", "C", "H", "H", "H", "Mn", "C", "O", "C", "O", "C", "C", "C", "C", "C", "C", "H", "H", "H", "H", "H", "H", "C", "C", "O", "P", "O", "C", "C", "O", "C", "C", "H", "H", "H", "H", "H", "H", "H", "H", "H", "H", "H", "H", "H", "H", "H"],
  "coordinates": [[-1.466964, 3.222334, -0.786238], [-1.258356, 4.084787, -1.542287], [-1.043143, 5.187826, -2.461994], [0.016851, 5.481102, -2.480417], [-1.642313, 6.051732, -2.143916], [-1.348636, 4.897216, -3.476573], [-4.797358, -2.079140, -1.458163], [-5.483056, -2.429467, -2.333877], [-6.352369, -2.873472, -3.410336], [-7.392179, -2.592958, -3.196440], [-6.294017, -3.964677, -3.515295], [-6.044355, -2.406726, -4.354578], [1.369740, -2.644767, -0.938535], [2.214195, -3.047516, -1.628869], [3.254270, -3.572535, -2.491704], [2.806091, -3.978209, -3.406670], [3.812010, -4.369117, -1.981109], [3.958869, -2.775714, -2.765939], [-1.759890, -0.726706, 0.398398], [-1.702184, -2.053658, -0.783834], [-1.725881, -2.935556, -1.550262], [-2.756900, 0.261916, -0.725768], [-3.427891, 0.854130, -1.467553], [-2.568357, 0.587303, 2.319255], [-1.192800, 0.483026, 2.598480], [-0.590936, -0.782419, 2.705025], [-1.331272, -1.924440, 2.342988], [-2.719593, -1.829758, 2.077817], [-3.339431, -0.566614, 2.096257], [-3.048613, 1.571327, 2.268270], [-0.582559, 1.388433, 2.692418], [0.466682, -0.884539, 2.998256], [-0.852260, -2.914794, 2.313753], [-3.327332, -2.741006, 1.966878], [-4.433311, -0.504799, 1.973097], [3.361641, -1.379550, 2.784487], [2.756344, -1.875392, 1.499132], [2.522688, -0.746173, 0.582102], [1.091654, -0.042089, 0.200461], [1.234048, 1.373131, 1.095043], [2.498597, 1.902408, 1.554729], [2.276805, 2.610717, 2.866482], [1.252018, 0.357708, -1.347073], [2.303645, 1.254473, -1.829896], [1.826847, 2.682090, -1.813537], [4.323900, -0.892094, 2.606229], [3.523438, -2.205948, 3.486909], [2.699456, -0.657340, 3.270054], [3.435536, -2.556517, 0.974711], [1.834930, -2.438321, 1.681339], [3.204853, 1.071308, 1.690418], [2.948278, 2.570272, 0.798619], [1.868865, 1.920353, 3.620827], [3.250737, 2.990570, 3.202373], [1.574289, 3.441954, 2.726993], [3.225939, 1.128444, -1.247162], [2.475932, 0.868224, -2.840605], [1.440130, 2.922352, -0.811152], [2.619931, 3.406361, -2.044489], [1.032769, 2.820516, -2.557552]],
  "forces_ev_per_a": [[0.58, 0.82, -1.06], [-0.51, -1.13, 1.23], [0.08, 0.28, -0.32], [-0.33, -0.08, 0.06], [0.14, -0.21, -0.07], [0.04, 0.08, 0.28], [-0.60, -0.34, -1.24], [1.02, 0.53, 1.50], [-0.22, -0.12, -0.28], [0.28, -0.05, 0.00], [0.01, 0.27, 0.07], [-0.07, -0.10, 0.24], [0.65, -0.16, -0.87], [-1.12, 0.31, 0.71], [0.32, -0.13, -0.23], [0.07, 0.05, 0.19], [-0.19, 0.16, -0.09], [-0.19, -0.17, 0.08], [2.61, 1.76, 5.54], [-0.18, -7.57, -6.64], [0.23, 4.74, 4.14], [-5.15, 4.77, -6.32], [3.35, -2.90, 3.82], [0.12, 0.66, -0.36], [-0.38, 0.81, -0.37], [0.52, -0.64, -0.70], [-0.18, -1.06, -0.07], [0.03, -0.80, 0.75], [-0.91, -0.29, 0.19], [0.22, -0.28, 0.02], [-0.41, -0.30, 0.18], [-0.55, 0.05, -0.07], [-0.25, 0.46, 0.17], [0.32, 0.39, -0.23], [0.54, 0.07, -0.15], [0.10, 0.32, 0.04], [0.42, -0.88, 0.45], [-2.97, 1.03, -0.42], [3.34, -0.71, -0.29], [0.20, -0.44, -1.59], [0.37, -0.93, 1.47], [-0.36, 0.53, -0.16], [-0.47, -0.05, 1.58], [0.87, 0.21, 0.39], [-0.49, 0.64, -0.62], [-0.04, -0.10, 0.09], [-0.01, 0.08, -0.24], [0.00, 0.03, 0.17], [-0.20, 0.32, -0.03], [-0.07, 0.24, -0.31], [-0.12, 0.18, -0.40], [-0.31, 0.11, -0.27], [0.23, 0.12, -0.19], [-0.28, 0.02, 0.01], [0.26, 0.02, 0.29], [-0.32, -0.30, -0.03], [-0.07, 0.15, -0.16], [-0.13, -0.06, -0.22], [0.02, -0.44, -0.02], [0.13, 0.02, 0.33]],
  "charge": 4,
  "spin_multiplicity": 4,
  "e_lumo_ev": [-17.420, -18.242],
  "homo_ev": [-20.923, -20.921]
}

---

{
  "formula": "C5H11N2",
  "method": "ωB97M-V/def2-TZVPD",
  "elements": ["C", "C", "C", "C", "C", "N", "N", "H", "H", "H", "H", "H", "H", "H", "H", "H", "H", "H"],
  "coordinates": [[0.948148, 1.249212, -1.404526], [-1.091983, 0.676505, -0.287006], [-0.228677, -0.390768, 0.406889], [0.268906, -0.259802, 1.786168], [-0.369573, -1.821236, -0.049835], [1.475621, 0.309965, -0.724759], [-0.390725, 1.426723, -1.306705], [1.345468, 1.953153, -2.186014], [-2.072124, 0.048350, -0.677281], [-1.564145, 1.304423, 0.611287], [0.980594, -1.045159, 2.214630], [-0.534955, -0.356422, 2.406462], [0.623063, 0.752767, 1.815415], [0.564270, -2.218935, -0.025205], [-0.733854, -1.823557, -1.044563], [-0.956675, -2.330460, 0.634212], [2.422754, 0.165395, -0.722381], [-0.686114, 2.359847, -1.446790]],
  "forces_ev_per_a": [[-0.50, 0.33, -0.83], [-3.31, -1.23, 2.37], [1.71, -1.08, -1.64], [2.42, 0.06, -1.08], [-0.59, 3.31, -1.04], [-3.99, 0.40, 0.60], [0.03, -0.72, 0.86], [0.47, -0.86, 1.06], [2.54, 1.70, 0.43], [1.22, -0.68, -2.10], [-0.64, 1.11, -1.29], [-2.66, 0.05, 1.82], [0.54, 0.41, 0.91], [2.74, -1.46, 0.10], [-0.59, -0.46, -0.86], [-1.49, -1.07, 1.28], [2.75, -0.62, -0.12], [-0.65, 0.80, -0.46]],
  "charge": 1,
  "spin_multiplicity": 1,
  "de_lowest_kj_mol": 210.9,
  "e_lumo_ev": -4.461,
  "homo_ev": -14.365
}

---

Question: What is the formula in the second record?
Answer: C20H30MnN3O5P